91
Properties=species:S:1:pos:R:3 method="wB97M-V/def2-TZVPD" e_above_lowest_kcal_mol=4.6 e_tot_ev=-131262.9405 gap_ev=5.472 charge=-2 lumo_ev=3.67 homo_ev=-1.80
Cs 1.84597 1.82110 -0.51903
Cl 4.31801 1.73823 -3.40848
C 5.66661 0.70271 -2.89052
C 5.75036 0.40865 -1.55107
C 6.81511 -0.38423 -1.21068
Cl 7.01250 -0.83352 0.50541
C 7.75955 -0.87384 -2.11028
Cl 9.09911 -1.87226 -1.60760
C 7.62542 -0.54945 -3.46190
Cl 8.76911 -1.13788 -4.62446
C 6.55694 0.25401 -3.86302
Cl 6.38618 0.66096 -5.54890
O -0.18973 3.38814 3.52308
C -0.04516 3.63766 2.31252
O 0.86119 3.24619 1.53328
C -1.14050 4.53923 1.68694
P -1.20730 4.41653 -0.14385
C -2.64387 5.54196 -0.43940
C -2.40745 6.77785 -1.03773
C -3.44088 7.68749 -1.24049
C -4.73309 7.36595 -0.85404
C -4.98660 6.13309 -0.26335
C -3.95128 5.23219 -0.05780
C -2.01445 2.78737 -0.37834
C -2.56927 2.50500 -1.62844
C -3.12655 1.26596 -1.90146
C -3.11181 0.27165 -0.93257
C -2.53702 0.52980 0.30099
C -1.99891 1.77977 0.58456
H -0.89290 5.57488 1.93391
H -2.10001 4.30868 2.15303
H -1.39876 7.02305 -1.35122
H -3.23682 8.64361 -1.70795
H -5.54150 8.06911 -1.01679
H -5.99509 5.87340 0.03721
H -4.15721 4.26846 0.39443
H -2.55120 3.26542 -2.40279
H -3.52340 1.05412 -2.88630
H -3.50051 -0.71351 -1.16042
H -2.47583 -0.25409 1.04744
H -1.54925 1.94087 1.55595
C -1.82319 -3.45585 3.39871
O -0.65047 -4.26164 3.44824
C -0.39864 -4.90652 2.25553
C -0.65839 -6.25730 2.13125
C -0.38199 -6.91564 0.93824
C 0.16397 -6.19698 -0.11611
C 0.44240 -4.84375 0.00982
C 0.16094 -4.16947 1.20213
N 0.42579 -2.83119 1.41884
C 0.45401 -1.78085 0.47080
N -0.38228 -1.99536 -0.57328
C -0.51237 -1.36807 -1.85936
C 0.13984 -0.19631 -2.22677
C -0.17692 0.22777 -3.53559
C -1.06150 -0.41819 -4.38510
C -1.70122 -1.58518 -3.96223
C -1.41204 -2.05590 -2.69442
O -2.00137 -3.19711 -2.15685
C -2.80550 -3.97238 -3.00690
N 1.17578 -0.74151 0.64604
C 2.00164 -0.57131 1.75934
C 3.37031 -0.35097 1.59761
C 4.17754 -0.00992 2.67485
C 3.62832 0.12414 3.93892
C 2.26740 -0.07966 4.12607
C 1.46415 -0.41917 3.04877
O 0.11816 -0.66473 3.18349
C -0.56993 0.09892 4.17269
H -1.88110 -2.92648 4.34747
H -2.70986 -4.08252 3.26674
H -1.76916 -2.72679 2.58589
H -1.07860 -6.77964 2.98262
H -0.58595 -7.97426 0.83907
H 0.39165 -6.69445 -1.05080
H 0.88617 -4.29535 -0.81067
H 0.42359 -2.52230 2.37912
H -0.94797 -2.82168 -0.48068
H 0.29443 1.13482 -3.92037
H -1.26786 -0.02910 -5.37908
H -2.39381 -2.10152 -4.61297
H -3.10815 -4.84820 -2.43447
H -2.25490 -4.29352 -3.89651
H -3.69950 -3.42823 -3.32919
H 3.80489 -0.38209 0.60464
H 5.23361 0.16696 2.50308
H 4.24708 0.40518 4.78262
H 1.82834 0.04733 5.10637
H -1.62989 0.01356 3.93414
H -0.27345 1.15013 4.13479
H -0.40371 -0.31204 5.17358

---

54
Properties=species:S:1:pos:R:3 method="wB97M-V/def2-TZVPD" e_above_lowest_kcal_mol=112.4 spin_multiplicity=5 e_tot_ev=-81504.9715 gap_ev="6.688 / 7.422" charge=0 lumo_ev="0.11 / 0.07" s_squared=6.10 homo_ev="-6.57 / -7.35"
Mn -0.18724 -0.16934 -0.62722
C -2.87784 1.09666 0.84858
Si -1.45814 0.93576 2.07028
C -0.61354 2.59926 2.24258
C -2.21144 0.51456 3.75728
C -0.32574 -0.40924 1.60128
C -1.05674 -1.68284 0.51848
C -1.60124 -2.64144 1.36998
C -2.24274 -3.76084 0.82528
C -2.35874 -3.95504 -0.55942
C -1.83424 -3.03124 -1.44852
N -1.20004 -1.92364 -1.04992
Si 1.40216 -0.70274 2.08578
C 2.26616 -1.85604 0.87828
C 1.40776 -1.55294 3.77898
C 2.41046 0.86736 2.25288
H -3.53964 1.91806 1.13958
H -3.47304 0.17946 0.81358
H -2.50054 1.30286 -0.15742
H -1.35744 3.38976 2.38328
H -0.03194 2.83916 1.34778
H 0.05346 2.61716 3.10848
H -2.91064 1.29736 4.06528
H -1.42884 0.43046 4.51688
H -2.75364 -0.43424 3.70868
H -1.54254 -2.54454 2.44888
H -2.66574 -4.50514 1.49808
H -2.86434 -4.83784 -0.94032
H -1.91624 -3.16824 -2.52142
H 1.77406 -2.83254 0.84598
H 3.30686 -2.01174 1.17828
H 2.26176 -1.43294 -0.13062
H 0.86356 -2.50084 3.73368
H 0.93446 -0.91474 4.53068
H 2.43446 -1.75834 4.09568
H 2.32946 1.48396 1.35298
H 3.46746 0.62556 2.40198
H 2.08366 1.45856 3.11238
O -0.94314 1.13996 -1.16202
S 2.04286 -0.16934 -1.41602
C 1.63436 0.73976 -2.74242
N 1.71506 2.09446 -2.72192
C 1.23726 2.94586 -3.78882
C 1.36966 2.25926 -5.13572
C 0.71336 0.89516 -5.03112
N 1.23126 0.15756 -3.90052
H 1.96276 2.50876 -1.83062
H 1.81576 3.87426 -3.76342
H 0.19096 3.18756 -3.57212
H 2.43136 2.13886 -5.38492
H 0.90646 2.85716 -5.92692
H 0.89466 0.30186 -5.93232
H -0.36944 0.98956 -4.89372
H 1.12346 -0.84994 -3.87432

---

84
Properties=species:S:1:pos:R:3 method="wB97M-V/def2-TZVPD" spin_multiplicity=4 e_tot_ev=-55824.1328 gap_ev="5.118 / 4.396" charge=+2 lumo_ev="-7.53 / -8.22" s_squared=3.81 homo_ev="-12.64 / -12.61"
Tc 0.12401 0.15298 0.16843
C -4.25837 1.84689 -0.43693
C -3.97973 0.43722 -0.85588
N -4.96358 -0.25802 -1.37294
C -4.81962 -1.54696 -1.69743
C -3.65079 -2.24056 -1.49097
C -3.61378 -3.72726 -1.78556
O -2.99840 -4.48240 -0.74995
C -2.53663 -1.52800 -0.98298
C -1.30978 -2.22344 -0.80862
N -0.16483 -1.82526 -0.31186
C 0.85830 -2.81319 -0.15730
C 0.56083 -4.17209 -0.02005
C 1.56616 -5.11892 0.05947
C 2.90256 -4.74746 0.04028
C 3.22670 -3.40206 -0.02904
C 2.20836 -2.47415 -0.12622
I 2.73366 -0.42971 -0.23588
C -2.69178 -0.14991 -0.68535
O -1.68317 0.56777 -0.23956
H -5.29647 1.92411 -0.12387
H -4.12558 2.52672 -1.27956
H -3.60486 2.15556 0.37766
H -5.68876 -2.03087 -2.12660
H -3.03767 -3.91028 -2.69670
H -4.63006 -4.07259 -1.97513
H -3.65274 -4.69850 -0.07715
H -1.34981 -3.25299 -1.13925
H -0.46743 -4.50750 0.04181
H 1.30143 -6.16389 0.14381
H 3.68863 -5.48781 0.08564
H 4.25910 -3.08040 0.00093
C -1.48331 3.74100 -1.40140
C -0.33434 2.80558 -1.66326
C 0.85718 2.99405 -0.93111
C 0.84753 3.94494 0.24154
C 2.07406 2.46365 -1.42240
C 3.37583 2.86230 -0.76891
C 2.06388 1.65271 -2.56546
C 3.33358 1.26180 -3.27880
C 0.83364 1.22558 -3.09136
C 0.79708 0.17236 -4.16692
C -0.36296 1.83541 -2.67715
C -1.62803 1.49325 -3.42360
H -2.00781 3.50785 -0.47439
H -2.20091 3.74094 -2.21414
H -1.10300 4.75875 -1.31332
H 1.03160 4.96895 -0.09605
H 1.61588 3.71156 0.97427
H -0.11438 3.93578 0.75061
H 3.64197 3.88254 -1.05488
H 4.19219 2.20382 -1.05627
H 3.31151 2.84809 0.31894
H 3.67420 0.25513 -3.01569
H 4.14590 1.95022 -3.06428
H 3.16764 1.27622 -4.35398
H 0.68015 0.61843 -5.15823
H -0.04516 -0.50429 -4.02107
H 1.70557 -0.42450 -4.17971
H -1.52422 1.74166 -4.48135
H -2.49788 2.01468 -3.04018
H -1.84247 0.42383 -3.36370
C 2.00620 1.93303 3.35954
N 2.51341 0.67544 3.84182
C 3.28939 0.67938 5.05734
C 2.04898 -0.55942 3.26624
C 0.53033 -0.66226 3.25753
C -0.02079 -1.12786 4.45066
C -1.38685 -1.23512 4.64377
C -2.23758 -0.78175 3.64589
C -1.71089 -0.30261 2.46335
C -0.32651 -0.27560 2.21351
H 2.81831 2.66171 3.27307
H 1.24880 2.36561 4.02944
H 1.54629 1.79783 2.37625
H 3.97365 1.53005 5.06221
H 3.87889 -0.23418 5.13037
H 2.67187 0.75619 5.96490
H 2.44807 -1.38383 3.85376
H 2.44853 -0.66496 2.25775
H 0.65320 -1.42503 5.24431
H -1.77849 -1.64922 5.56290
H -3.31005 -0.80258 3.78465
H -2.41555 0.07585 1.73977

---

8
Properties=species:S:1:pos:R:3 method="wB97M-V/def2-TZVPD" e_above_lowest_kcal_mol=5.4 e_tot_ev=-6696.2585 smiles="C=CN=C=O" gap_ev=10.474 charge=0 lumo_ev=0.89 homo_ev=-9.58
C 0.94977 0.66180 -0.10033
C -0.25306 0.53641 -0.65189
N -1.04497 -0.62356 -0.44760
C -0.89482 -1.28262 0.56979
O -0.79007 -1.92448 1.53973
H 1.52186 1.57860 -0.14433
H 1.36916 -0.18194 0.44441
H -0.72418 1.29103 -1.27421

---

8
Properties=species:S:1:pos:R:3 method="wB97M-V/def2-TZVPD" spin_multiplicity=2 e_tot_ev=-17412.6508 gap_ev="7.507 / 8.218" charge=0 lumo_ev="-0.20 / -1.39" s_squared=0.75 homo_ev="-7.71 / -9.60"
C 0.93570 1.86572 0.76063
C 0.61511 0.84821 0.21828
O 0.29028 -0.24975 -0.39770
F 1.26598 2.96534 1.33194
O -1.85070 -0.41401 0.63671
C -1.08548 -0.94751 -0.10774
O -1.00704 -2.00797 -0.75097
Mg 0.83616 -2.06003 -1.69116

---

12
Properties=species:S:1:pos:R:3 method="wB97M-V/def2-TZVPD" e_above_lowest_kcal_mol=4.9 e_tot_ev=-5287.9359 smiles=CC(C)O gap_ev=11.175 charge=0 lumo_ev=0.98 homo_ev=-10.19
C -0.15532 -0.68869 1.11979
C -0.22375 -0.19670 -0.33678
C 0.10428 1.27344 -0.39639
O 0.77364 -0.88919 -1.10037
H -0.67485 0.00400 1.77580
H -0.49887 -1.72224 1.13649
H 0.89859 -0.66255 1.38711
H -1.23612 -0.43821 -0.67604
H -0.40379 1.84769 0.36512
H 1.19213 1.36050 -0.36447
H -0.11227 1.72259 -1.34160
H 0.33634 -1.61065 -1.56865

---

9
Properties=species:S:1:pos:R:3 method="wB97M-V/def2-TZVPD" e_above_lowest_kcal_mol=130.9 e_tot_ev=-36431.8306 gap_ev="5.979 / 6.418" charge=-1 lumo_ev="2.40 / 2.72" homo_ev="-3.58 / -3.70"
C -1.41205 -0.09615 0.46518
C 0.74514 1.36782 0.00508
C -0.64455 -1.10889 0.03831
N 1.36901 0.23583 0.00862
O 0.73420 -1.03960 0.05661
S 1.32859 2.87177 -0.08795
S -1.16442 -2.71836 -0.14918
I -3.30900 0.42771 -0.14499
H 2.35308 0.05988 -0.19166

---

22
Properties=species:S:1:pos:R:3 method="wB97M-V/def2-TZVPD" e_above_lowest_kcal_mol=44.4 e_tot_ev=-11999.8860 gap_ev=9.272 charge=+1 lumo_ev=-4.23 homo_ev=-13.51
C 1.65481 -0.39108 1.01372
C 0.76408 -0.23550 -0.16767
C 1.17285 -0.31724 -1.42255
C -1.53449 0.31100 -0.48790
N -0.59184 -0.10609 0.27092
H 1.41312 0.43540 1.74047
H 1.57568 -1.39752 1.47467
H 2.73823 -0.24580 0.76630
H 0.51516 -0.50148 -2.28002
H 2.15089 -0.19437 -1.87310
H -2.59783 0.16036 -0.35788
H -1.26228 0.78503 -1.43816
H -0.85155 -0.45685 1.19592
H 2.91165 3.22012 -1.67656
H 1.90016 4.16047 -0.96851
O 2.04367 3.25670 -1.26664
H -1.03010 -2.51143 -1.73242
H -2.42616 -2.37117 -1.11991
O -1.55514 -1.95184 -1.14344
H -1.94097 -0.15471 3.63468
H -2.12811 -1.49658 3.02620
O -1.60490 -0.69284 2.90596

---

15
Properties=species:S:1:pos:R:3 method="wB97M-V/def2-TZVPD" e_above_lowest_kcal_mol=112.5 e_tot_ev=-7827.4412 gap_ev="7.430 / 7.434" charge=0 lumo_ev="0.90 / 0.90" homo_ev="-6.53 / -6.54"
C -1.48956 0.40228 1.29208
C -0.23855 -0.18496 0.70651
C -0.02280 -0.78044 -1.65727
N 0.88158 0.60975 0.64087
C 1.85562 0.24563 -0.20352
O 1.68707 -0.83912 -0.82944
H -2.37295 -0.08553 0.86036
H -1.57808 1.47173 1.05873
H -1.57425 0.29301 2.38502
H -0.02939 -1.23573 0.86130
H 0.54348 -1.13067 -2.52082
H -0.40639 0.22436 -1.81370
H -0.75449 -1.50456 -1.32857
H 0.85449 1.55860 0.99394
H 2.64423 0.95567 -0.44549